This record from the OMol25 dataset describes a molecular structure, C39H30N2O4P2Pd. The level of theory is ωB97M-V/def2-TZVPD.

```
! wB97M-V def2-TZVPD RIJCOSX def2/J DEFGRID3
* xyz 0 1
Pd 0.34981 1.24205 -1.32329
N -1.28519 -0.31165 1.03633
P 0.10011 0.27703 1.89723
C 1.19544 -1.17751 2.00788
C 2.35547 -1.12653 1.24040
C 3.21662 -2.21555 1.18616
C 2.91390 -3.36414 1.89971
C 1.75492 -3.42699 2.66800
C 0.89944 -2.33891 2.72288
C -0.64104 0.35962 3.56084
C -1.96433 0.76645 3.73175
C -2.48087 0.95468 5.00707
C -1.68215 0.74996 6.12117
C -0.35840 0.36389 5.95848
C 0.16168 0.17415 4.68795
P -1.20764 -0.20132 -0.62867
C -2.86997 0.17746 -1.21949
C -3.99381 0.09032 -0.40318
C -5.24354 0.41981 -0.90679
C -5.37577 0.83443 -2.22412
C -4.25702 0.92819 -3.04057
C -3.00520 0.60870 -2.53883
C -0.67607 -1.78030 -1.32393
C 0.00611 -1.50398 -2.63274
C 1.26182 -2.36291 -2.92925
C 1.34286 -3.62710 -2.12256
C 0.54924 -3.87021 -1.07879
C -0.39054 -2.85862 -0.59127
H -1.80028 -1.07728 1.45925
H 2.58721 -0.23174 0.67315
H 4.11354 -2.15924 0.58230
H 3.58134 -4.21591 1.86261
H 1.52297 -4.32501 3.22686
H 0.00304 -2.38815 3.33146
H -2.59185 0.95982 2.87109
H -3.50954 1.27070 5.12403
H -2.08596 0.89757 7.11430
H 0.27264 0.20902 6.82426
H 1.19577 -0.12760 4.57239
H -3.89917 -0.20346 0.63458
H -6.11021 0.37234 -0.26112
H -6.35088 1.10169 -2.60953
H -4.35616 1.26615 -4.06401
H -2.12514 0.72157 -3.16339
H -0.68712 -1.33417 -3.46106
H 1.39594 -2.57944 -3.99135
H 2.08158 -4.36734 -2.40876
H 0.64814 -4.79166 -0.51894
H -0.75226 -2.95493 0.42613
O 1.47930 4.68325 -2.89027
C 1.12703 3.70772 -2.26577
O 1.75535 2.58544 -2.10718
C -0.21177 3.69203 -1.53959
C -0.25087 3.29265 -0.19078
C -1.47350 3.18135 0.47791
C -2.62685 3.48032 -0.21055
C -2.60973 3.92992 -1.52502
C -1.40340 4.04834 -2.17898
N -3.92383 3.31756 0.46531
O -3.92375 2.82189 1.57704
O -4.91935 3.67380 -0.12871
H 0.67277 3.15153 0.35934
H -1.52089 2.88122 1.51527
H -3.54450 4.16654 -2.01225
H -1.36075 4.40973 -3.19775
C 0.96375 -0.38807 -2.25651
C 2.06485 -1.14512 -2.43826
C 3.49207 -0.99259 -2.17805
C 4.01678 0.22162 -1.72731
C 5.36657 0.33540 -1.43901
C 6.21807 -0.75127 -1.60302
C 5.71020 -1.95297 -2.07588
C 4.35849 -2.07046 -2.36247
H 3.36668 1.08315 -1.63280
H 5.75887 1.28335 -1.09343
H 7.27209 -0.65723 -1.37609
H 6.36751 -2.80067 -2.22312
H 3.96929 -3.01236 -2.72866
*
```

Computed properties:
* lowest unoccupied orbital energy: -0.7 eV
* molar mass: 759.0 Da
* relative energy (zero: lowest compared OMol25 entry of this formula, charge and spin): 0.412 eV
* orbital gap: 7.31 eV